C5H2N4O4S | ωB97M-V/def2-TZVPD

```
16
Properties=species:S:1:pos:R:3:forces:R:3
C 0.40797 0.53315 0.09211 -0.79 2.00 0.45
C 0.66173 -0.83809 0.15959 -0.90 -1.45 -0.82
C -0.89757 1.20160 0.14832 -1.93 -1.66 -0.23
C 2.62540 0.27042 0.02083 1.84 -3.97 0.11
C -1.37269 -2.16662 -0.20444 -1.50 -0.53 -0.32
N 1.62523 1.15502 -0.00308 -0.96 2.92 -1.49
N 2.00189 -1.02104 0.09058 -0.51 -3.46 -0.09
N -0.22105 -1.83680 -0.05419 1.88 0.00 0.42
N -1.93281 0.30702 0.40401 2.14 -0.06 -0.24
O -1.08237 2.35512 -0.20372 1.07 1.63 -0.23
O 3.80700 0.39629 0.01112 0.76 0.96 -0.26
O -2.38091 -2.71282 -0.42496 1.04 0.84 0.40
O -3.95793 1.86605 0.25317 -1.03 2.85 -0.20
S -3.46054 0.53800 0.29547 0.10 -2.65 0.38
H 1.88256 2.05271 -0.53049 -1.25 -1.29 1.58
H 2.29410 -2.10002 -0.05431 0.06 3.88 0.53
```
Positions in Å, forces in eV/Å.

Values from the calculation:
Spin multiplicity: 3
HOMO energy (spin up / spin down) in eV: -6.25 / -9.62
LUMO level (spin up / spin down) in eV: -0.67 / -3.46
Gap between HOMO and LUMO (spin up / spin down) in Eh: 0.2049 / 0.2261


C4H5NO2 | ωB97M-V/def2-TZVPD

```
12
Properties=species:S:1:pos:R:3:forces:R:3
C 0.98127 0.13981 0.23239 2.40 -1.06 0.16
C 0.43633 -0.87373 0.85807 -5.13 -5.34 0.62
C -1.02119 0.19592 -0.58811 -2.28 -1.25 -1.46
C 0.16014 0.74209 -0.75519 5.70 5.72 0.07
H 2.52536 -0.28883 1.45864 -1.37 1.88 -4.19
H 0.84292 -2.09176 1.12282 -1.24 4.46 -0.66
H -1.78991 -1.24706 0.67651 1.20 0.53 -0.67
H -1.91085 1.80293 -1.27921 -1.43 -5.61 -0.97
H 0.54393 1.82862 -1.12829 -1.50 -2.96 0.26
N -0.94756 -0.76239 0.30589 -1.05 -3.35 2.43
O 2.29312 0.16387 0.48070 4.02 0.58 2.82
O -2.11356 0.39053 -1.38422 0.68 6.39 1.58
```
Positions in Å, forces in eV/Å.

Values from the calculation:
HOMO energy in eV: -8.00
Energy above the lowest of the compared OMol25 structures with the same formula, charge and spin in kcal/mol: 144.0
LUMO level in eV: -0.61
Gap between HOMO and LUMO in Eh: 0.2713


C5H14NS | ωB97M-V/def2-TZVPD

```
21
Properties=species:S:1:pos:R:3:forces:R:3
C 1.73407 0.51484 1.75375 -0.50 -1.01 -1.39
N 1.80967 -0.82397 1.07878 -0.20 0.51 -0.46
C 0.77778 -1.66993 1.64311 0.08 -0.63 0.82
C 1.62636 -0.79630 -0.39261 1.43 0.55 0.84
H 2.14072 0.38922 2.72736 0.35 -0.01 1.02
H 0.71665 0.89200 1.79393 -0.29 -0.05 0.19
H 2.27674 1.28637 1.23038 0.56 0.00 -0.36
H 0.60930 -2.56895 1.05123 0.28 -0.07 -0.26
H 1.12645 -2.02293 2.62365 -0.25 0.10 0.12
H -0.20525 -1.19581 1.70888 0.08 0.14 0.11
H 1.82136 -1.78092 -0.81777 0.50 -0.12 0.12
H 2.33295 -0.03303 -0.76292 -0.28 -0.43 -0.29
H 0.63185 -0.54998 -0.65698 -1.03 0.61 -0.35
C -2.23512 1.69823 -2.09995 0.28 -0.69 0.42
C -2.18159 0.37613 -1.30787 -0.44 0.03 -0.11
S -1.29133 0.60271 0.25047 -0.48 0.18 0.13
H -1.28831 1.85436 -2.61561 0.01 0.18 -0.06
H -2.39223 2.50150 -1.38970 0.05 0.21 0.09
H -3.05787 1.70156 -2.79519 -0.36 0.01 -0.67
H -1.72667 -0.43664 -1.91873 -0.18 0.44 0.19
H -3.22554 0.06155 -1.10421 0.41 0.05 -0.08
```
Positions in Å, forces in eV/Å.

Values from the calculation:
HOMO energy in eV: -2.38
Energy above the lowest of the compared OMol25 structures with the same formula, charge and spin in kcal/mol: 27.1
Net charge: -1
LUMO level in eV: 4.10
Gap between HOMO and LUMO in Eh: 0.2383


C3H3CuO3 | ωB97M-V/def2-TZVPD

```
10
Properties=species:S:1:pos:R:3:forces:R:3
O 0.83835 1.11065 -0.72514 1.03 0.07 3.09
Cu -1.88967 1.61438 2.17316 0.81 -0.05 -0.35
O -0.15657 2.05343 1.06729 0.67 1.03 1.93
C 0.51490 1.27398 0.46115 -3.86 -0.87 -4.10
O -0.24452 -0.27553 1.04105 1.51 -1.49 -0.22
C 0.50003 -0.75116 -1.09525 0.21 -2.58 0.21
H 1.56456 -1.00321 -1.15171 -0.25 0.80 -0.14
H -0.06873 -0.76507 -2.03121 0.33 -0.43 0.16
C -0.18874 -1.20107 0.11202 -0.32 3.19 -0.64
H -0.86962 -2.05641 0.14864 -0.13 0.34 0.05
```
Positions in Å, forces in eV/Å.

Values from the calculation:
Spin multiplicity: 2
HOMO energy (spin up / spin down) in eV: -11.81 / -15.72
Energy above the lowest of the compared OMol25 structures with the same formula, charge and spin in kcal/mol: 81.1
Net charge: +1
LUMO level (spin up / spin down) in eV: -5.88 / -5.90
Gap between HOMO and LUMO (spin up / spin down) in Eh: 0.2177 / 0.3608


- What is the formula in the first record?
  C5H2N4O4S


- Which formula does entry 1 have?
  C5H2N4O4S